*P*
Entry from the OMol25 dataset: C3H3FO2 in the gas phase (wB97M-V/def2-TZVPD).

The geometry in XYZ format:
```
9
Properties=species:S:1:pos:R:3:lowdin_charge:R:1
C 0.06699 -0.85536 0.02610 -0.06
C 1.33185 -0.71360 0.08818 -0.08
C -0.88609 0.38209 -0.02006 -0.16
O 0.94453 1.79177 0.18743 -0.03
O -0.18744 1.53716 -0.49706 -0.15
F 2.43106 -1.32683 -0.03110 0.15
H -0.67863 -1.58640 -0.01760 0.10
H -1.60184 0.29668 -0.70928 0.07
H -1.42044 0.47450 0.97338 0.15
```

Results
HOMO (spin up / spin down) ... -10.158 / -8.973 eV
Molar mass ... 90.05 g mol⁻¹
Gap between HOMO and LUMO (spin up / spin down) ... 9.99 / 8.29 eV
LUMO (spin up / spin down) ... -0.169 / -0.680 eV

*Q*
Entry from the OMol25 dataset: 2 unconnected molecules or ions with the total composition C3H3FO2 (wB97M-V/def2-TZVPD).

The geometry in XYZ format:
```
9
Properties=species:S:1:pos:R:3:lowdin_charge:R:1
C -0.64508 0.86020 -0.84038 0.02
C 0.66322 -0.71263 1.66406 -0.37
C 0.69540 -0.81956 0.28035 -0.06
O 1.19172 -1.62221 2.30401 -0.01
O -0.64101 0.81379 -2.09886 0.05
F 1.73277 -0.96539 -0.49614 0.07
H -1.50866 1.29314 -0.31554 0.06
H -0.08531 -0.03283 2.10054 0.11
H -1.40306 1.18549 -2.59804 0.14
```

Results
HOMO ... -7.933 eV
Molar mass ... 90.05 g mol⁻¹
Gap between HOMO and LUMO ... 7.36 eV
LUMO ... -0.568 eV

Relative to the most stable one, in hartree, the structures come out at *P* 0.0271; *Q* 0.0000.

*P*
Entry from the OMol25 dataset: a gas-phase ion, C9H13N2 (charge +1) (wB97M-V/def2-TZVPD).

The geometry in XYZ format:
```
24
Properties=species:S:1:pos:R:3:lowdin_charge:R:1
C 0.35782 2.48544 -1.02647 -0.09
C 0.44604 2.39533 0.35179 -0.04
C 0.20347 1.40713 -1.77154 0.10
C 0.63349 0.16382 0.08138 -0.01
C -0.10516 0.23243 -2.40763 -0.08
C 0.05774 -0.99220 -1.83349 -0.05
C 0.27124 0.95276 2.35348 -0.01
C -1.36543 -1.08026 0.18615 0.03
C 0.78634 -2.19235 0.04909 0.00
N 0.30482 1.15917 0.92417 -0.13
N 0.02182 -1.02723 -0.35809 -0.33
H 0.40079 3.48962 -1.42395 0.12
H 0.44073 3.28436 0.98932 0.14
H -0.36666 0.22294 -3.52806 0.16
H -0.23569 -1.87736 -2.41074 0.15
H 0.68084 0.07705 2.67546 0.05
H 0.90251 1.64686 2.99986 0.14
H -0.84406 0.83581 2.62485 0.13
H -2.09323 -0.27038 -0.08119 0.14
H -1.78668 -1.92409 -0.22081 0.07
H -1.31486 -1.16396 1.34598 0.15
H 1.39030 -2.54376 -0.81146 0.13
H 1.18278 -2.25938 1.01661 0.09
H 0.03104 -3.02174 0.27530 0.14
```

Results
HOMO (spin up / spin down) ... -11.616 / -11.408 eV
Molar mass ... 149.22 g mol⁻¹
Gap between HOMO and LUMO (spin up / spin down) ... 7.11 / 7.18 eV
Charge ... +1
LUMO (spin up / spin down) ... -4.502 / -4.232 eV

*Q*
Entry from the OMol25 dataset: a gas-phase ion, C9H13N2 (charge +1) (wB97M-V/def2-TZVPD).

The geometry in XYZ format:
```
24
Properties=species:S:1:pos:R:3:lowdin_charge:R:1
C -0.72623 2.25569 0.48363 0.06
C -0.68092 0.82881 0.10292 -0.18
N -0.08125 0.36361 -0.91743 0.01
C 0.65228 1.16809 -1.88786 0.03
C -0.43950 -1.15338 -1.10894 -0.22
C 0.77442 -2.01788 -0.70227 -0.01
C 1.16230 -2.15835 0.56495 -0.08
C 0.62132 -1.61378 1.81044 -0.07
C -0.38923 -0.77864 2.04889 0.01
C -1.28974 -0.32905 0.85384 -0.22
N -1.52629 -1.26159 -0.23046 0.05
H -0.76240 2.34469 1.52507 0.08
H -1.56113 2.77197 0.06199 0.11
H 0.27857 2.58647 0.10638 0.11
H 1.13016 1.89391 -1.29736 0.06
H 1.29410 0.40390 -2.36919 0.12
H 0.04906 1.76694 -2.65818 0.15
H -0.64045 -1.22047 -2.17433 0.15
H 1.39016 -2.49650 -1.51413 0.13
H 1.97112 -2.84474 0.74470 0.11
H 1.23801 -1.87646 2.73799 0.14
H -0.59099 -0.61394 3.01185 0.07
H -2.28663 0.11836 1.32298 0.20
H -1.77543 -2.23501 0.09830 0.19
```

Results
SMILES ... CC1=[N+](C)[C@H]2C=CC=C[C@@H]1N2
HOMO ... -13.070 eV
Molar mass ... 149.22 g mol⁻¹
Gap between HOMO and LUMO ... 9.24 eV
Charge ... +1
LUMO ... -3.830 eV

Relative to the most stable one, in hartree, the structures come out at *P* 0.2359; *Q* 0.0000.

*P*
Entry from the OMol25 dataset: 4 unconnected molecules or ions with the total composition CH12NO3 (wB97M-V/def2-TZVPD).

The geometry in XYZ format:
```
17
Properties=species:S:1:pos:R:3:lowdin_charge:R:1
C -2.10266 -0.98411 -0.65264 -0.03
N -0.78359 -0.33397 -0.40312 0.10
H -2.67170 -0.40372 -1.38161 0.10
H -2.01855 -2.05466 -0.98664 0.11
H -2.71105 -1.15943 0.29355 0.12
H -0.66776 -0.03878 0.56804 0.14
H -0.51239 0.54280 -0.92595 0.12
H 0.03410 -0.93455 -0.52121 0.12
H 0.49376 2.38765 0.36938 0.06
H 0.04515 2.35279 -1.16322 0.13
O 0.46809 1.81354 -0.40851 -0.08
H 1.32999 0.34550 2.53044 0.07
H 0.79618 1.44708 3.42656 0.06
O 1.01203 1.28923 2.49125 -0.07
H 2.44983 -0.67075 -0.73624 0.01
H 2.49474 -1.99634 -1.70383 0.09
O 2.34385 -1.60228 -0.79626 -0.06
```

Results
HOMO ... -15.425 eV
Molar mass ... 86.11 g mol⁻¹
Gap between HOMO and LUMO ... 12.00 eV
Charge ... +1
LUMO ... -3.423 eV

*Q*
Entry from the OMol25 dataset: 4 unconnected molecules or ions with the total composition CH12NO3 (wB97M-V/def2-TZVPD).

The geometry in XYZ format:
```
17
Properties=species:S:1:pos:R:3:lowdin_charge:R:1
C 0.30903 -1.00127 -0.17773 -0.01
N -0.77522 -0.83494 0.83795 0.12
H 0.67263 -2.01194 0.00204 0.10
H 1.04470 -0.22212 -0.04295 0.10
H -0.13142 -1.01444 -1.16345 0.10
H -0.39314 -0.79385 1.80668 0.12
H -1.28742 0.03640 0.70444 0.11
H -1.41683 -1.63524 0.83792 0.17
H 1.27621 -0.81774 3.63715 0.07
H 1.22827 -1.99455 2.68857 0.05
O 1.29957 -1.04808 2.71131 -0.02
H -0.99528 2.71273 -0.57974 0.05
H -1.75132 2.35030 0.61088 0.05
O -1.21076 1.95010 -0.06396 -0.02
H 0.87487 0.77764 -4.30997 0.05
H 0.56969 2.20505 -3.96198 0.04
O 0.68643 1.34195 -3.53717 -0.08
```

Results
HOMO ... -14.276 eV
Molar mass ... 86.11 g mol⁻¹
Gap between HOMO and LUMO ... 11.02 eV
Charge ... +1
LUMO ... -3.259 eV

Relative to the most stable one, in hartree, the structures come out at *P* 0.0252; *Q* 0.0000.

*P*
Entry from the OMol25 dataset: 2 unconnected molecules or ions with the total composition C2H3F2I (wB97M-V/def2-TZVPD).

The geometry in XYZ format:
```
8
Properties=species:S:1:pos:R:3:lowdin_spin:R:1
C -0.00594 -0.00336 -0.02382 0.81
C -2.20530 0.96473 0.10102 0.60
F -2.25013 1.71152 -1.09030 0.10
F -2.25498 1.81352 1.09842 0.12
I -3.74026 -0.42224 -0.00224 0.22
H -0.02693 -0.96265 -0.58240 0.04
H 0.25854 0.88196 -0.60420 0.05
H 0.22049 -0.24903 0.92711 0.06
```

Results
Spin multiplicity ... 3
HOMO (spin up / spin down) ... -7.363 / -10.349 eV
Molar mass ... 191.95 g mol⁻¹
Gap between HOMO and LUMO (spin up / spin down) ... 7.81 / 8.29 eV
LUMO (spin up / spin down) ... 0.445 / -2.061 eV

*Q*
Entry from the OMol25 dataset: a molecular structure, C2H3F2I (wB97M-V/def2-TZVPD).

The geometry in XYZ format:
```
8
Properties=species:S:1:pos:R:3:lowdin_spin:R:1
C -0.00282 -0.36182 -1.06359 0.48
C 0.10630 0.30123 0.85888 0.40
F 1.35949 0.57300 1.13933 0.06
F -0.21314 -0.73784 1.63882 0.05
I -1.19273 1.85007 1.23262 0.93
H 0.76840 -1.13580 -1.16720 0.03
H -0.77763 -1.03288 -0.95914 0.03
H -0.04787 0.54405 -1.67972 0.02
```

Results
Spin multiplicity ... 3
HOMO (spin up / spin down) ... -5.349 / -9.971 eV
Molar mass ... 191.95 g mol⁻¹
Gap between HOMO and LUMO (spin up / spin down) ... 6.17 / 6.23 eV
LUMO (spin up / spin down) ... 0.819 / -3.737 eV

Relative to the most stable one, in hartree, the structures come out at *P* 0.0000; *Q* 0.0460.

*P*
Entry from the OMol25 dataset: C3H3N5 in the gas phase (wB97M-V/def2-TZVPD).

The geometry in XYZ format:
```
11
Properties=species:S:1:pos:R:3:lowdin_charge:R:1
H 0.51961 -1.90767 2.21575 0.09
N 0.11150 -0.87334 2.06248 0.11
C 0.58139 -0.21850 0.96422 -0.49
N 0.29904 1.07589 0.63290 0.12
C -0.61404 1.43587 -0.13621 -0.17
N -1.52644 0.54851 -0.87294 0.10
C -0.82064 -0.44139 -1.29895 -0.14
N 0.71477 -0.67586 -1.22585 0.06
N 1.35179 -0.65615 -0.15392 0.07
H -0.62881 2.44281 -0.44621 0.10
H -1.42559 -1.12444 -2.04258 0.14
```

Results
SMILES ... [H]/N=c1/ncncnn1
HOMO ... -9.743 eV
Molar mass ... 109.09 g mol⁻¹
Gap between HOMO and LUMO ... 8.85 eV
LUMO ... -0.890 eV

*Q*
Entry from the OMol25 dataset: C3H3N5 in the gas phase (wB97M-V/def2-TZVPD).

The geometry in XYZ format:
```
11
Properties=species:S:1:pos:R:3:lowdin_charge:R:1
H 1.85640 -1.24917 -0.78499 0.00
N 1.16860 -1.83537 -0.46918 0.17
C -0.02599 -1.21794 -0.58389 -0.43
N -0.27141 0.08517 -1.28728 0.12
C -0.14734 1.24821 -0.70256 -0.10
C -0.07391 1.17378 0.78904 -0.13
N -0.57183 0.19195 1.44530 0.03
N -1.33714 -0.97834 1.21932 0.06
N -1.09571 -1.61070 0.16352 0.06
H -0.07180 2.30568 -1.07664 0.12
H 0.57015 1.88674 1.28735 0.10
```

Results
SMILES ... [H]/N=c1\nccnnn1
HOMO ... -9.747 eV
Molar mass ... 109.09 g mol⁻¹
Gap between HOMO and LUMO ... 8.53 eV
LUMO ... -1.218 eV

*R*
Entry from the OMol25 dataset: C3H3N5 in the gas phase (wB97M-V/def2-TZVPD).

The geometry in XYZ format:
```
11
Properties=species:S:1:pos:R:3:lowdin_charge:R:1
H -1.27355 -2.28206 0.70867 0.13
N -1.53702 -1.18890 0.35223 0.13
C -0.43021 -0.96936 -0.30079 -0.50
C 0.90530 -1.26864 0.12858 -0.08
N 1.38879 -0.23249 0.76829 0.05
N 0.60468 0.85335 1.18996 0.05
N 0.11649 1.67749 0.20409 0.05
C -0.29997 1.24588 -1.02695 -0.27
N -0.66841 0.06435 -1.30619 0.13
H 1.35053 -2.23990 -0.34304 0.16
H -0.45936 2.25807 -1.62927 0.15
```

Results
SMILES ... [H]/N=c1\cnnncn1
HOMO ... -10.224 eV
Molar mass ... 109.09 g mol⁻¹
Gap between HOMO and LUMO ... 8.69 eV
LUMO ... -1.535 eV

*S*
Entry from the OMol25 dataset: C3H3N5 in the gas phase (wB97M-V/def2-TZVPD).

The geometry in XYZ format:
```
11
Properties=species:S:1:pos:R:3:lowdin_charge:R:1
N 1.42227 -0.02857 1.65167 0.16
C 1.08941 0.62965 0.62727 -0.56
N 1.64090 0.39059 -0.71201 0.12
N 1.08306 -0.66942 -1.22926 0.07
C -0.24317 -0.93939 -0.83550 -0.10
C -1.33070 -0.15405 -0.37867 -0.13
N -1.21529 1.12446 0.02657 0.04
N -0.00091 1.49676 0.38844 0.08
H 0.62845 0.29795 2.35502 0.12
H -0.68224 -1.80934 -1.20475 0.07
H -2.39178 -0.33864 -0.68876 0.12
```

Results
SMILES ... N=c1nnccnn1
HOMO ... -10.095 eV
Molar mass ... 109.09 g mol⁻¹
Gap between HOMO and LUMO ... 8.42 eV
LUMO ... -1.675 eV

Relative to the most stable one, in hartree, the structures come out at *P* 0.0000; *Q* 0.0346; *R* 0.0717; *S* 0.0371.

*P*
Entry from the OMol25 dataset: C5H8O4 in the gas phase (wB97M-V/def2-TZVPD).

The geometry in XYZ format:
```
17
Properties=species:S:1:pos:R:3:lowdin_charge:R:1
C -1.38824 0.86864 1.18869 -0.01
C -1.31407 -0.30025 0.25049 -0.39
O -2.02658 -1.27774 0.31484 0.08
C -0.56540 0.02331 -1.26481 -0.08
C 0.67754 -0.84052 -1.45739 -0.08
C 1.42022 -0.19769 -0.34745 -0.43
O 2.22284 0.72362 -0.39570 0.10
O 1.02177 -0.75898 0.92372 -0.06
O 1.72737 -0.06226 1.98985 0.02
H -2.42625 1.20314 1.24837 0.10
H -0.70085 1.65936 0.88546 0.08
H -1.09103 0.52498 2.18318 0.09
H -1.36382 -0.30136 -1.93443 0.11
H -0.41345 1.09160 -1.42312 0.11
H 1.18934 -0.67349 -2.40833 0.13
H 0.49495 -1.89863 -1.25952 0.14
H 2.53566 0.21627 1.50615 0.09
```

Results
SMILES ... CC(=O)CCC(=O)OO
HOMO ... -9.658 eV
Molar mass ... 132.12 g mol⁻¹
Gap between HOMO and LUMO ... 10.41 eV
LUMO ... 0.756 eV

*Q*
Entry from the OMol25 dataset: C5H8O4 in the gas phase (wB97M-V/def2-TZVPD).

The geometry in XYZ format:
```
17
Properties=species:S:1:pos:R:3:lowdin_charge:R:1
O 0.61973 1.26666 -2.33249 0.04
C -0.36400 1.90006 -1.92436 -0.26
O -1.56606 1.35277 -1.43876 -0.08
C -1.36709 0.06377 -0.81702 -0.19
C -0.80808 0.16903 0.70472 -0.14
C 0.16404 -1.04967 1.07006 -0.09
C 1.66396 -0.61941 1.36851 -0.41
O 2.03537 0.45282 1.85730 0.08
O 2.68802 -1.57770 1.05481 0.02
H -0.30830 3.04759 -1.95408 0.16
H -2.41381 -0.40161 -0.70852 0.14
H -0.77098 -0.67729 -1.44827 0.12
H -1.69817 0.09209 1.42900 0.12
H -0.35793 1.19902 0.86327 0.12
H 0.18451 -1.78049 0.18799 0.12
H -0.22180 -1.63566 1.98091 0.14
H 2.52058 -1.80196 0.10693 0.11
```

Results
SMILES ... O=COCCCC(=O)O
HOMO ... -10.695 eV
Molar mass ... 132.11 g mol⁻¹
Gap between HOMO and LUMO ... 11.28 eV
LUMO ... 0.588 eV

Relative to the most stable one, in hartree, the structures come out at *P* 0.0743; *Q* 0.0000.